A cluster of 3 separate species, C15H20F3N2O6PS2 in total at a distorted geometry. Source: the OMol25 dataset; level of theory: ωB97M-V/def2-TZVPD.

```
49
Properties=species:S:1:pos:R:3
N -3.269 -4.349 -3.776
C -2.506 -4.251 -2.558
C -3.109 -4.540 -1.368
O -4.461 -4.882 -1.348
C -2.235 -4.469 -0.098
O -2.512 -5.226 0.808
C -1.039 -3.481 -0.074
C -0.522 -2.860 1.143
C -1.172 -3.109 2.542
F -0.788 -2.054 3.356
F -0.867 -4.303 3.099
F -2.541 -2.980 2.383
C 0.634 -1.967 1.063
C 1.317 -1.666 -0.205
C 0.768 -2.279 -1.436
P 1.659 -1.829 -3.066
N 1.892 -0.078 -2.911
O 3.172 -2.570 -3.154
C -0.403 -3.173 -1.384
C -1.008 -3.814 -2.661
O -0.439 -3.966 -3.713
H -4.182 -3.914 -3.614
H -2.793 -3.751 -4.464
H -4.489 -5.849 -1.493
H 1.065 -1.482 1.969
H 2.216 -1.004 -0.240
H 0.985 0.233 -2.530
H 2.544 -0.002 -2.113
H 3.133 -3.514 -2.924
C 2.672 3.857 0.439
S 1.988 3.039 -1.012
O 1.703 1.621 -0.631
C 3.514 3.043 -1.970
H 1.891 3.928 1.195
H 3.509 3.278 0.833
H 3.005 4.860 0.168
H 4.298 2.513 -1.426
H 3.820 4.072 -2.164
H 3.325 2.537 -2.917
C -0.250 6.423 4.056
S -0.335 4.851 3.178
O -0.280 5.150 1.719
C -2.052 4.497 3.592
H 0.740 6.850 3.901
H -1.006 7.106 3.667
H -0.408 6.253 5.122
H -2.695 5.301 3.232
H -2.152 4.389 4.673
H -2.336 3.562 3.109
```

Calculated values
E_HOMO (eV): -7.7
Kohn-Sham gap (eV): 6.807
Energy relative to the best compared isomer or geometry (same formula, charge and spin) (kcal per mole): 0.0

***

A structure of composition C58H63Ge2N4S5W at a distorted geometry. Source: the OMol25 dataset; level of theory: ωB97M-V/def2-TZVPD.

```
133
Properties=species:S:1:pos:R:3
W -1.217 1.120 -0.036
C -0.955 -2.404 -5.183
C 0.114 -1.654 -4.404
N 0.074 -1.994 -2.990
C -0.039 -1.151 -1.962
S -0.133 0.583 -2.220
N -0.019 -1.659 -0.752
N -0.098 -0.694 0.198
C 0.326 -0.990 1.389
C 0.737 -2.354 1.815
C 0.472 0.178 2.232
C 1.026 0.127 3.504
C 1.382 1.299 4.135
C 1.190 2.497 3.458
C 0.570 2.481 2.228
N 0.165 1.353 1.625
H -0.879 -2.170 -6.245
H -1.951 -2.132 -4.833
H -0.830 -3.483 -5.071
H -0.028 -0.581 -4.488
H 1.104 -1.896 -4.796
H 0.158 -2.967 -2.734
H 0.559 -3.056 1.009
H 0.155 -2.658 2.688
H 1.795 -2.380 2.082
H 1.192 -0.838 3.962
H 1.810 1.294 5.128
H 1.512 3.434 3.886
H 0.383 3.395 1.679
C -4.601 -2.629 3.534
C -4.424 -1.139 3.654
C -3.271 -0.597 4.212
C -3.074 0.775 4.279
C -1.855 1.338 4.965
C -4.046 1.634 3.741
C -5.210 1.107 3.163
C -6.287 1.989 2.585
C -5.379 -0.273 3.141
C -3.900 3.110 3.923
C -4.434 3.716 5.052
C -4.335 5.090 5.210
C -3.706 5.849 4.233
C -3.156 5.261 3.092
C -3.266 3.875 2.950
Ge -2.644 2.755 1.451
S -2.848 -0.301 1.156
S -4.129 3.217 -0.117
Ge -2.616 2.558 -1.720
S -2.951 -0.369 -0.840
S -0.738 3.422 -0.685
C -3.256 3.445 -3.386
C -4.633 3.551 -3.660
C -5.032 4.189 -4.832
C -4.114 4.701 -5.728
C -2.763 4.575 -5.461
C -2.320 3.923 -4.314
C -0.845 3.782 -4.151
C -0.102 4.760 -3.488
C -0.757 5.981 -2.899
C 1.275 4.590 -3.376
C 1.922 3.496 -3.930
C 3.405 3.297 -3.764
C 1.167 2.570 -4.643
C -0.207 2.699 -4.770
C -0.998 1.710 -5.587
C -5.738 3.060 -2.787
C -6.077 1.706 -2.784
C -5.295 0.716 -3.610
C -7.156 1.280 -2.020
C -7.924 2.173 -1.286
C -9.126 1.705 -0.511
C -7.576 3.520 -1.312
C -6.500 3.981 -2.057
C -6.144 5.445 -2.043
C -2.548 6.185 2.085
C -1.182 6.461 2.090
C -0.266 5.844 3.111
C -0.671 7.410 1.208
C -1.493 8.116 0.345
C -0.941 9.208 -0.531
C -2.857 7.835 0.360
C -3.400 6.896 1.224
C -4.890 6.678 1.257
H -3.767 -3.164 3.986
H -4.660 -2.917 2.483
H -5.523 -2.959 4.015
H -2.513 -1.261 4.616
H -1.125 0.553 5.164
H -2.129 1.797 5.917
H -1.381 2.117 4.363
H -5.976 3.030 2.521
H -7.189 1.937 3.200
H -6.549 1.658 1.579
H -6.281 -0.682 2.696
H -4.932 3.107 5.797
H -4.745 5.570 6.090
H -3.635 6.924 4.343
H -6.093 4.259 -5.039
H -4.448 5.181 -6.638
H -2.024 4.954 -6.156
H -1.803 5.807 -2.654
H -0.714 6.812 -3.609
H -0.239 6.287 -1.990
H 1.852 5.334 -2.835
H 3.876 4.173 -3.321
H 3.881 3.096 -4.725
H 3.602 2.441 -3.115
H 1.670 1.727 -5.108
H -0.338 1.108 -6.210
H -1.711 2.218 -6.237
H -1.578 1.039 -4.945
H -5.060 1.120 -4.595
H -5.853 -0.211 -3.735
H -4.348 0.460 -3.132
H -7.418 0.226 -2.015
H -9.037 0.654 -0.236
H -10.030 1.812 -1.115
H -9.268 2.293 0.396
H -8.163 4.232 -0.742
H -6.704 5.958 -1.263
H -6.380 5.921 -2.996
H -5.077 5.583 -1.858
H -0.621 4.870 3.443
H -0.209 6.485 3.995
H 0.746 5.752 2.714
H 0.392 7.631 1.227
H 0.117 9.052 -0.741
H -1.038 10.174 -0.029
H -1.481 9.275 -1.475
H -3.515 8.389 -0.302
H -5.380 7.298 0.508
H -5.302 6.938 2.233
H -5.137 5.631 1.066
```

Calculated values
Total charge: +1
E_HOMO (spin up / spin down) (eV): -9.8 / -9.7
Multiplicity: 3
Kohn-Sham gap (spin up / spin down) (eV): 6.672 / 5.228
<S²>: 2.0383
Energy relative to the best compared isomer or geometry (same formula, charge and spin) (kcal per mole): 30.9

***

A cluster of 2 separate species, C12H14N4O6 in total at a distorted geometry. Source: the OMol25 dataset; level of theory: ωB97M-V/def2-TZVPD.

```
36
Properties=species:S:1:pos:R:3
C 3.590 -1.339 1.465
N 2.920 -0.237 0.807
C 1.482 -0.067 1.104
N 0.852 -1.326 1.559
C -0.238 -1.336 2.546
C -1.474 -1.810 1.725
C -2.868 -1.146 2.012
O -2.806 -0.112 2.685
O -3.842 -1.779 1.585
N -1.016 -1.643 0.288
C 0.281 -2.034 0.514
N 0.919 -2.997 -0.127
H 3.445 -1.375 2.552
H 4.659 -1.247 1.279
H 3.295 -2.299 1.055
H 3.399 0.625 1.015
H 1.285 0.704 1.843
H 0.987 0.277 0.197
H -0.009 -2.203 3.174
H -0.324 -0.484 3.203
H -1.642 -2.885 1.789
H -0.985 -0.632 0.065
H 0.909 -3.101 -1.126
H 1.392 -3.698 0.416
C -2.150 1.883 -1.966
C -0.892 1.903 -1.401
C 0.158 2.799 -2.106
O 1.298 2.927 -1.622
C -0.213 3.447 -3.312
C -1.480 3.430 -3.910
C -2.557 2.612 -3.140
O -3.726 2.583 -3.528
O -1.809 3.997 -4.969
O -0.496 1.272 -0.371
H -2.932 1.281 -1.510
H 0.589 4.007 -3.789
```

Calculated values
Total charge: -2
E_HOMO (eV): -0.3
Kohn-Sham gap (eV): 3.892

***

Repeat the first record exactly.
A cluster of 3 separate species, C15H20F3N2O6PS2 in total at a distorted geometry. Source: the OMol25 dataset; level of theory: ωB97M-V/def2-TZVPD.

```
49
Properties=species:S:1:pos:R:3
N -3.269 -4.349 -3.776
C -2.506 -4.251 -2.558
C -3.109 -4.540 -1.368
O -4.461 -4.882 -1.348
C -2.235 -4.469 -0.098
O -2.512 -5.226 0.808
C -1.039 -3.481 -0.074
C -0.522 -2.860 1.143
C -1.172 -3.109 2.542
F -0.788 -2.054 3.356
F -0.867 -4.303 3.099
F -2.541 -2.980 2.383
C 0.634 -1.967 1.063
C 1.317 -1.666 -0.205
C 0.768 -2.279 -1.436
P 1.659 -1.829 -3.066
N 1.892 -0.078 -2.911
O 3.172 -2.570 -3.154
C -0.403 -3.173 -1.384
C -1.008 -3.814 -2.661
O -0.439 -3.966 -3.713
H -4.182 -3.914 -3.614
H -2.793 -3.751 -4.464
H -4.489 -5.849 -1.493
H 1.065 -1.482 1.969
H 2.216 -1.004 -0.240
H 0.985 0.233 -2.530
H 2.544 -0.002 -2.113
H 3.133 -3.514 -2.924
C 2.672 3.857 0.439
S 1.988 3.039 -1.012
O 1.703 1.621 -0.631
C 3.514 3.043 -1.970
H 1.891 3.928 1.195
H 3.509 3.278 0.833
H 3.005 4.860 0.168
H 4.298 2.513 -1.426
H 3.820 4.072 -2.164
H 3.325 2.537 -2.917
C -0.250 6.423 4.056
S -0.335 4.851 3.178
O -0.280 5.150 1.719
C -2.052 4.497 3.592
H 0.740 6.850 3.901
H -1.006 7.106 3.667
H -0.408 6.253 5.122
H -2.695 5.301 3.232
H -2.152 4.389 4.673
H -2.336 3.562 3.109
```

Calculated values
E_HOMO (eV): -7.7
Kohn-Sham gap (eV): 6.807
Energy relative to the best compared isomer or geometry (same formula, charge and spin) (kcal per mole): 0.0

***

Repeat the first record exactly.
A cluster of 3 separate species, C15H20F3N2O6PS2 in total at a distorted geometry. Source: the OMol25 dataset; level of theory: ωB97M-V/def2-TZVPD.

```
49
Properties=species:S:1:pos:R:3
N -3.269 -4.349 -3.776
C -2.506 -4.251 -2.558
C -3.109 -4.540 -1.368
O -4.461 -4.882 -1.348
C -2.235 -4.469 -0.098
O -2.512 -5.226 0.808
C -1.039 -3.481 -0.074
C -0.522 -2.860 1.143
C -1.172 -3.109 2.542
F -0.788 -2.054 3.356
F -0.867 -4.303 3.099
F -2.541 -2.980 2.383
C 0.634 -1.967 1.063
C 1.317 -1.666 -0.205
C 0.768 -2.279 -1.436
P 1.659 -1.829 -3.066
N 1.892 -0.078 -2.911
O 3.172 -2.570 -3.154
C -0.403 -3.173 -1.384
C -1.008 -3.814 -2.661
O -0.439 -3.966 -3.713
H -4.182 -3.914 -3.614
H -2.793 -3.751 -4.464
H -4.489 -5.849 -1.493
H 1.065 -1.482 1.969
H 2.216 -1.004 -0.240
H 0.985 0.233 -2.530
H 2.544 -0.002 -2.113
H 3.133 -3.514 -2.924
C 2.672 3.857 0.439
S 1.988 3.039 -1.012
O 1.703 1.621 -0.631
C 3.514 3.043 -1.970
H 1.891 3.928 1.195
H 3.509 3.278 0.833
H 3.005 4.860 0.168
H 4.298 2.513 -1.426
H 3.820 4.072 -2.164
H 3.325 2.537 -2.917
C -0.250 6.423 4.056
S -0.335 4.851 3.178
O -0.280 5.150 1.719
C -2.052 4.497 3.592
H 0.740 6.850 3.901
H -1.006 7.106 3.667
H -0.408 6.253 5.122
H -2.695 5.301 3.232
H -2.152 4.389 4.673
H -2.336 3.562 3.109
```

Calculated values
E_HOMO (eV): -7.7
Kohn-Sham gap (eV): 6.807
Energy relative to the best compared isomer or geometry (same formula, charge and spin) (kcal per mole): 0.0